The following is a quantum chemistry calculation of a cluster of 2 separate species, C9H12ClO3P in total, from OMol25.

LUMO energy	0.6	eV
largest force on an atom	0.81	eV/A
HOMO-LUMO gap	9.7	eV
HOMO level	-9.104	eV
SMILES	OP(Cl)c1ccccc1.C=C(O)CO
electronic energy	-1377.42640	Ha

The geometry in XYZ format:
```
26
Properties=species:S:1:pos:R:3:forces:R:3:mulliken_charge:R:1
Cl 0.8146 -2.4910 -3.3350 0.300 -0.274 -0.696 -0.286
P -0.0444 -1.5435 -1.7424 -0.024 0.119 0.726 0.294
O -4.3176 2.7793 -0.0534 -0.132 -0.290 0.016 -0.537
O -0.9911 -2.7553 -1.1699 0.012 -0.034 0.162 -0.488
O -0.9405 3.8124 0.7070 -0.026 0.143 -0.032 -0.492
C 3.2094 -0.8360 0.6056 0.133 0.043 0.082 -0.527
C -1.7241 1.6270 0.1972 -0.041 -0.079 -0.021 -0.959
C 1.6219 -3.0302 -0.0039 -0.020 -0.003 0.020 -0.289
C -3.2137 3.6389 0.0480 0.234 0.305 0.129 -0.423
C 2.1297 -0.6901 -0.2468 -0.222 -0.112 -0.105 -0.331
C 2.6970 -3.1692 0.8543 -0.004 -0.120 0.019 -0.502
C 3.4928 -2.0756 1.1562 0.050 0.125 0.003 -0.405
C -1.9055 2.9341 0.3125 -0.109 -0.090 0.020 0.791
C 1.3360 -1.7881 -0.5564 -0.332 0.117 -0.229 0.301
H -3.1548 4.1688 -0.9071 0.053 0.024 0.125 0.274
H -0.1103 3.3393 0.8425 -0.104 0.019 -0.038 0.311
H 3.8307 0.0156 0.8398 0.056 0.068 0.030 0.368
H 4.3373 -2.1862 1.8204 0.055 -0.022 0.057 0.377
H -1.8649 -2.7809 -1.5711 -0.023 0.117 -0.071 0.309
H 1.8937 0.2704 -0.6838 0.036 0.137 -0.021 0.400
H -0.7791 1.1559 0.4050 0.270 -0.031 0.101 0.131
H -2.5178 0.9889 -0.1413 -0.218 -0.046 -0.098 0.308
H -3.3608 4.3882 0.8404 0.081 -0.047 -0.135 0.282
H 1.0005 -3.8780 -0.2488 -0.039 -0.086 -0.008 0.402
H 2.9206 -4.1345 1.2858 0.008 -0.055 0.023 0.362
H -4.3596 2.2396 0.7452 0.006 0.072 -0.058 0.329
```
Positions in Å, forces in eV/Å.